<1>
A single C11H21N5O5 molecule. Source: the OMol25 dataset; level of theory: wB97M-V/def2-TZVPD.

XYZ file:
```
42
Properties=species:S:1:pos:R:3:nbo_charge:R:1
C 0.7270 1.6948 -0.3843 -0.1768
C 0.6904 1.9623 1.0890 0.6673
C 2.0443 2.0311 -1.0901 -0.3913
C 2.0982 1.6012 -2.5514 -0.4082
C 1.9023 0.0694 -2.6534 -0.2109
C 0.1939 -1.6422 -2.7982 0.6037
C 0.3175 -0.4243 1.8962 -0.1461
C 1.2461 -0.9481 0.7836 0.7931
C -1.1069 -0.8113 1.7904 -0.4153
C -2.1698 -0.1830 2.7859 -0.5017
C -3.5437 -0.7191 2.4203 0.7967
H -0.0857 3.5853 -0.9740 0.3874
H -1.2140 2.4668 -0.8655 0.3693
H 0.5132 0.7059 -0.6188 0.2102
H 2.3565 3.1358 -0.9026 0.2325
H 2.9329 1.5220 -0.7307 0.2039
H 3.1593 1.8816 -2.8747 0.2210
H 1.3871 2.0951 -3.2104 0.2213
H 2.4649 -0.4524 -1.9238 0.1697
H 2.1478 -0.2644 -3.6889 0.2140
H -0.1177 0.3508 -2.5279 0.4158
H -1.1813 -2.9782 -3.2101 0.3338
H 1.1193 -3.4833 -3.2117 0.3725
H 1.5933 -2.7838 -1.8664 0.3872
H 0.7355 1.3414 3.0065 0.4183
H 0.6636 -1.0577 2.7004 0.2294
H -1.1326 -1.8903 1.8507 0.2242
H -1.4412 -0.5932 0.7263 0.2362
H -1.8985 -0.5057 3.7792 0.2310
H -2.3379 0.8460 2.6889 0.2412
H -4.5952 -1.2935 0.9542 0.5035
H 2.8997 -1.0704 0.3467 0.4961
N -0.2152 2.5748 -1.0501 -0.8537
N 0.5471 -0.4101 -2.5312 -0.6273
N -1.0747 -1.9939 -2.9320 -0.7940
N 1.3450 -2.5680 -2.8522 -0.8918
N 0.5876 1.0091 2.0145 -0.6110
O 0.9187 3.1440 1.4128 -0.6414
O 0.8806 -1.7232 -0.0488 -0.6034
O -4.4215 -0.7534 3.2684 -0.5893
O -3.6659 -1.0580 1.1121 -0.6788
O 2.4514 -0.5628 1.0407 -0.6382
```

Calculated values
SMILES string	[H]/N=C(\N)NCCC[C@H](N)C(=O)N[C@@H](CCC(=O)O)C(=O)O
LUMO energy	0.2	eV
total charge	0



<2>
C11H21N5O5 as an isolated structure. Source: the OMol25 dataset; level of theory: wB97M-V/def2-TZVPD.

XYZ file:
```
42
Properties=species:S:1:pos:R:3:nbo_charge:R:1
C 2.5980 2.5159 0.8898 -0.1321
C 1.7437 2.1277 -0.3534 0.6745
C 4.0125 1.8723 0.8148 -0.4031
C 3.5607 0.3763 0.8791 -0.5293
C 4.6327 -0.6829 1.1320 0.7876
C -0.4506 1.1480 -0.8537 -0.1613
C -1.3152 2.3314 -1.3819 0.7811
C -1.1936 0.1727 -0.1108 -0.3674
C -2.1156 -0.6846 -0.9379 -0.4352
C -2.6577 -1.9470 -0.2645 -0.2294
C -4.4396 -3.3628 -0.9756 0.5427
H 2.7474 2.8749 2.7594 0.3745
H 1.1025 2.8977 2.0957 0.3855
H 2.3921 3.8135 0.5890 0.2155
H 4.5618 2.0510 -0.0461 0.2381
H 4.6908 2.0344 1.8162 0.2327
H 2.9668 0.3667 1.8236 0.2658
H 2.8243 0.0024 0.0681 0.2292
H 5.0573 -2.5083 1.4082 0.5188
H 0.4276 1.3807 1.1120 0.4304
H 0.1664 0.6578 -1.4247 0.2144
H -0.1612 -0.4214 0.1980 0.1857
H -1.5422 0.6617 0.8249 0.2104
H -2.9047 0.0147 -1.3595 0.2504
H -1.3747 -1.1691 -1.7094 0.2122
H -1.9911 -2.7818 0.1151 0.2180
H -3.3481 -1.6762 0.6688 0.1862
H -4.2525 -1.5968 -1.7163 0.4118
H -6.3457 -3.9155 -0.7446 0.3399
H -3.1421 -4.3631 -0.2882 0.3485
H -4.5646 -5.1046 -0.1688 0.3710
H 0.3434 2.7648 -2.5110 0.5191
N 1.8737 2.1303 2.0909 -0.8452
N 0.5711 1.6807 0.1401 -0.6369
N -3.5379 -2.3080 -1.4235 -0.6460
N -5.7176 -3.1834 -1.1734 -0.7393
N -4.0228 -4.1635 0.1574 -0.7992
O 1.8430 2.3942 -1.5067 -0.6444
O 5.8195 -0.3771 1.3831 -0.6553
O 4.2454 -1.8507 1.2482 -0.6468
O -2.5155 2.4367 -1.2846 -0.5590
O -0.5874 3.3905 -1.9797 -0.7139
```

Calculated values
LUMO energy	0.2	eV
total charge	0



<3>
A single C11H21N5O5 molecule. Source: the OMol25 dataset; level of theory: wB97M-V/def2-TZVPD.

XYZ file:
```
42
Properties=species:S:1:pos:R:3:nbo_charge:R:1
C -1.5330 0.6758 0.4035 -0.1502
C -1.2621 2.0936 -0.1424 0.6788
C -1.0461 0.5656 1.8329 -0.4013
C -1.5197 -0.6914 2.5762 -0.4048
C -0.8408 -2.0299 2.2125 -0.2141
C -1.1761 -4.4449 2.7965 0.5796
C 1.2511 1.6856 -0.8122 -0.1502
C 2.3288 2.7415 -0.4561 0.7915
C 1.5394 1.1218 -2.1926 -0.4096
C 1.3432 2.1300 -3.3043 -0.5461
C 1.6201 1.4918 -4.6454 0.7958
H -0.0159 -0.4338 -0.4185 0.3465
H -1.3557 -0.2157 -1.4447 0.3724
H -2.6450 0.5795 0.4037 0.2208
H 0.0838 0.7444 1.9366 0.1899
H -1.4494 1.4513 2.3343 0.2388
H -2.6102 -0.8251 2.5296 0.2160
H -1.3327 -0.5097 3.6384 0.1972
H -1.1046 -2.2408 1.1927 0.2255
H 0.2712 -1.9128 2.2947 0.1682
H -1.4871 -2.8273 4.0370 0.3831
H -0.8845 -5.0831 4.6373 0.3360
H -0.9727 -5.6928 1.1884 0.3965
H -1.9089 -4.3526 0.9018 0.3773
H -0.0118 3.3945 -0.8502 0.4319
H 1.3164 0.9428 -0.0120 0.2105
H 0.9243 0.2134 -2.4217 0.2427
H 2.5605 0.7528 -2.2332 0.2247
H 2.0132 2.9741 -3.1735 0.2301
H 0.3198 2.5699 -3.3391 0.2502
H 1.6356 3.2611 -5.3864 0.4832
H 3.5678 1.3163 0.0894 0.4914
N -1.0595 -0.3916 -0.4702 -0.8294
N -1.4117 -3.0978 3.0682 -0.6453
N -1.0401 -5.3873 3.6457 -0.7646
N -1.1345 -4.7365 1.4317 -0.8404
N -0.0286 2.3728 -0.7153 -0.6646
O -2.0956 2.9734 -0.0277 -0.6035
O 2.1413 3.9095 -0.5610 -0.5554
O 1.6959 0.3013 -4.7805 -0.5635
O 1.7864 2.3442 -5.7069 -0.6656
O 3.5278 2.2662 -0.0571 -0.6702
```

Calculated values
SMILES string	[H]/N=C(/N)NCCC[C@H](N)C(=O)N[C@@H](CCC(=O)O)C(=O)O
LUMO energy	-0.1	eV
total charge	0



Each structure's energy above the most stable one, in hartree: <1> 0.0489; <2> 0.2965; <3> 0.0000.



<1>
A single C6H6OS molecule. Source: the OMol25 dataset; level of theory: wB97M-V/def2-TZVPD.

XYZ file:
```
14
Properties=species:S:1:pos:R:3:nbo_charge:R:1
C 2.4234 -0.8214 -0.0424 -0.6573
C 0.9144 -0.8180 -0.0541 -0.0816
C 0.0946 -1.9126 0.0653 -0.0835
C -1.3381 -1.6010 0.0389 -0.5685
C -1.3452 -0.0203 -0.0097 0.5459
C 0.0651 0.4109 -0.0654 -0.2054
H 2.7362 -0.2977 0.9282 0.2431
H 2.7996 -0.0118 -0.8169 0.2404
H 2.8703 -1.8200 -0.2722 0.2344
H 0.4716 -3.0029 0.2812 0.2226
H -1.8293 -1.8642 -0.8925 0.2398
H -1.8969 -2.0541 0.7881 0.2382
O -2.2635 0.6530 -0.0541 -0.4482
S 0.5045 2.0251 0.0513 0.0801
```

Calculated values
SMILES string	CC1=CCC(=O)C1=S
LUMO energy	-1.4	eV
total charge	0



<2>
A single C6H6OS molecule. Source: the OMol25 dataset; level of theory: wB97M-V/def2-TZVPD.

XYZ file:
```
14
Properties=species:S:1:pos:R:3:nbo_charge:R:1
C -0.6320 0.6005 0.8859 -0.3146
C -2.0130 0.7845 0.8939 0.1099
C -1.5088 -0.0301 -1.1021 0.0716
C -0.3225 0.0185 -0.3676 -0.1612
C 2.0970 -0.8664 0.2290 -0.5112
C 1.0379 -0.4033 -0.7424 -0.1858
O -2.4869 0.4901 -0.2774 -0.3956
S 2.3943 0.9154 -0.0024 0.0087
H -0.0510 0.6589 1.8525 0.2439
H -2.7753 1.4159 1.3880 0.2125
H -1.7126 -0.2776 -2.1649 0.2193
H 1.8550 -1.0937 1.2777 0.2243
H 2.9681 -1.4760 -0.0561 0.2356
H 1.1497 -0.7368 -1.8140 0.2426
```

Calculated values
SMILES string	c1cc([C@@H]2CS2)co1
LUMO energy	0.5	eV
total charge	0



Each structure's energy above the most stable one, in hartree: <1> 0.0000; <2> 0.0218.